[1]
# C8H17N2O

The ion C8H17N2O with charge +1 in a non-equilibrium geometry (ωB97M-V with the def2-TZVPD basis set, the OMol25 dataset).

Atoms and positions in Å:
C1 -0.43 -3.07 0.88
C2 -1.02 -1.76 0.32
N1 0.08 -0.80 -0.01
C3 1.46 -0.90 -0.28
C4 2.05 0.43 0.23
C5 3.13 1.15 -0.50
O1 0.89 1.36 0.29
C6 -0.20 0.64 0.12
N2 -1.39 1.14 -0.03
C7 -1.52 2.55 0.32
C8 -2.53 0.60 -0.76
H1 -0.02 -3.64 0.03
H2 0.46 -2.91 1.50
H3 -1.28 -3.62 1.19
H4 -1.61 -1.87 -0.66
H5 -1.69 -1.40 1.13
H6 1.81 -1.04 -1.33
H7 1.98 -1.69 0.33
H8 2.50 0.40 1.23
H9 4.18 0.90 -0.06
H10 2.99 2.28 -0.49
H11 3.27 0.87 -1.63
H12 -1.18 3.09 -0.52
H13 -0.76 2.77 1.03
H14 -2.51 2.90 0.65
H15 -2.89 1.49 -1.37
H16 -3.30 0.32 -0.04
H17 -2.47 -0.20 -1.54

The spin multiplicity is 1. As for the SMILES: CCN1C[C@@H](C)OC1=[N+](C)C. The LUMO energy is -0.09174 Eh. The HOMO energy comes out at -13.358 eV. Its charge is +1. The energy relative to the best compared isomer or geometry (same formula, charge and spin) comes out at 125.9 kJ/mol.

[2]
# C54H55AsAuBN7

A structure of composition C54H55AsAuBN7 (ωB97M-V with the def2-TZVPD basis set, the OMol25 dataset).

Atoms and positions in Å:
Au1 0.08 -0.41 0.43
C1 -1.60 -2.05 -4.54
C2 -1.42 -2.21 -3.07
C3 -1.81 -3.26 -2.27
C4 -1.39 -2.96 -0.97
N1 -0.80 -1.75 -0.99
N2 -0.80 -1.31 -2.28
B1 -0.12 0.00 -2.73
N3 1.39 -0.05 -2.37
N4 1.88 -0.13 -1.10
C5 3.22 -0.10 -1.21
C6 3.57 -0.03 -2.56
C7 2.39 0.00 -3.26
C8 2.21 0.10 -4.74
C9 4.19 -0.08 -0.09
C10 3.79 0.04 1.24
C11 4.72 0.12 2.27
C12 6.08 0.08 1.98
C13 6.49 -0.05 0.66
C14 5.56 -0.12 -0.36
N5 -0.82 1.25 -2.18
N6 -0.84 1.60 -0.87
C15 -1.44 2.79 -0.81
C16 -1.85 3.19 -2.09
C17 -1.44 2.19 -2.93
C18 -1.58 2.14 -4.42
C19 -1.48 3.64 0.40
C20 -1.71 5.02 0.27
C21 -1.59 5.87 1.36
C22 -1.21 5.37 2.60
C23 -1.01 4.01 2.75
C24 -1.17 3.15 1.66
C25 -1.55 -3.88 0.18
C26 -2.15 -5.12 -0.01
C27 -2.31 -6.01 1.03
C28 -1.85 -5.69 2.31
C29 -1.24 -4.46 2.51
C30 -1.09 -3.57 1.46
H1 -2.12 -2.93 -4.93
H2 -0.64 -1.97 -5.06
H3 -2.18 -1.17 -4.78
H4 -2.32 -4.15 -2.60
H5 -0.21 0.04 -3.92
H6 4.56 0.01 -2.98
H7 3.19 0.12 -5.22
H8 1.67 1.00 -5.02
H9 1.66 -0.76 -5.14
H10 2.74 0.05 1.45
H11 4.38 0.22 3.29
H12 6.81 0.14 2.78
H13 7.55 -0.09 0.43
H14 5.91 -0.22 -1.38
H15 -2.37 4.09 -2.37
H16 -2.08 3.04 -4.76
H17 -2.17 1.28 -4.75
H18 -0.61 2.08 -4.91
H19 -1.95 5.43 -0.70
H20 -1.77 6.93 1.23
H21 -1.08 6.04 3.44
H22 -0.70 3.60 3.71
H23 -1.06 2.09 1.79
H24 -2.51 -5.40 -1.00
H25 -2.78 -6.97 0.85
H26 -1.98 -6.39 3.12
H27 -0.87 -4.20 3.50
H28 -0.60 -2.63 1.63
C31 -4.06 3.73 6.26
C32 -3.24 2.64 5.63
C33 -2.07 2.19 6.21
C34 -1.27 1.21 5.63
C35 -0.15 0.67 6.49
C36 -1.64 0.72 4.36
As1 -0.66 -0.61 3.32
N7 0.60 0.36 2.31
C37 1.31 1.48 2.53
C38 1.70 2.30 1.42
C39 2.47 3.42 1.62
C40 2.88 3.77 2.90
C41 2.52 2.98 4.00
C42 1.75 1.86 3.83
C43 0.17 -1.97 4.47
C44 -0.59 -2.46 5.56
C45 -2.06 -2.20 5.82
C46 0.02 -3.35 6.43
C47 1.30 -3.84 6.22
C48 1.95 -4.78 7.20
C49 1.94 -3.48 5.05
C50 1.38 -2.59 4.14
C51 2.06 -2.47 2.80
C52 -2.87 1.10 3.78
C53 -3.48 0.53 2.52
C54 -3.64 2.05 4.44
H29 -3.77 3.90 7.30
H30 -5.13 3.49 6.23
H31 -3.92 4.67 5.72
H32 -1.77 2.58 7.18
H33 0.33 1.49 7.04
H34 0.61 0.12 5.94
H35 -0.55 -0.02 7.23
H36 1.38 2.02 0.42
H37 2.75 4.02 0.77
H38 3.49 4.65 3.05
H39 2.85 3.25 5.00
H40 1.51 1.23 4.66
H41 -2.47 -1.34 5.31
H42 -2.25 -2.08 6.89
H43 -2.62 -3.07 5.49
H44 -0.54 -3.70 7.29
H45 1.23 -5.18 7.91
H46 2.72 -4.26 7.78
H47 2.44 -5.61 6.69
H48 2.90 -3.93 4.80
H49 3.14 -2.40 2.90
H50 1.71 -1.62 2.22
H51 1.84 -3.37 2.22
H52 -2.90 -0.24 2.04
H53 -3.65 1.33 1.78
H54 -4.46 0.11 2.76
H55 -4.58 2.36 3.99

The spin multiplicity is 3. The LUMO energy (alpha / beta) is -0.06941 / -0.18597 Eh. Its expectation value of S² is 2.046. The HOMO energy (alpha / beta) comes out at -10.283 / -10.296 eV. Its charge is +1. The energy relative to the best compared isomer or geometry (same formula, charge and spin) comes out at 35.1 kJ/mol.

[3]
# C28H52GeN3O4ReSe2Si3

A structure of composition C28H52GeN3O4ReSe2Si3 in a non-equilibrium geometry (ωB97M-V with the def2-TZVPD basis set, the OMol25 dataset).

Atoms and positions in Å:
Re1 -0.63 0.06 -0.41
O1 0.47 -4.41 5.05
C1 -0.83 -4.20 4.57
C2 -0.76 -3.21 3.44
C3 0.34 -2.40 3.26
C4 0.34 -1.49 2.22
N1 -0.66 -1.34 1.35
C5 -1.74 -2.13 1.53
C6 -1.82 -3.07 2.55
C7 -2.84 -1.90 0.59
C8 -4.01 -2.64 0.59
C9 -5.04 -2.31 -0.28
C10 -6.31 -3.10 -0.30
O2 -6.42 -3.80 0.92
C11 -4.84 -1.22 -1.11
C12 -3.64 -0.55 -1.10
N2 -2.64 -0.88 -0.26
H1 0.46 -5.06 5.76
H2 -1.48 -3.77 5.35
H3 -1.30 -5.12 4.22
H4 1.20 -2.47 3.90
H5 1.19 -0.85 2.06
H6 -2.70 -3.68 2.66
H7 -4.15 -3.47 1.27
H8 -6.26 -3.79 -1.15
H9 -7.16 -2.43 -0.47
H10 -7.24 -4.31 0.93
H11 -5.62 -0.88 -1.79
H12 -3.47 0.29 -1.75
O3 1.36 0.06 -5.77
C13 0.20 -0.74 -5.80
C14 -0.41 -0.76 -4.38
C15 -1.58 -1.72 -4.49
O4 -2.32 -1.75 -3.27
C16 -0.83 0.67 -4.07
Se1 -1.15 1.38 -2.28
C17 0.70 -1.27 -3.46
Se2 0.26 -1.72 -1.61
H13 1.75 0.11 -6.65
H14 0.43 -1.76 -6.11
H15 -0.55 -0.33 -6.50
H16 -1.20 -2.72 -4.73
H17 -2.23 -1.40 -5.31
H18 -3.01 -2.42 -3.36
H19 -1.74 0.93 -4.62
H20 -0.04 1.34 -4.43
H21 1.51 -0.53 -3.41
H22 1.13 -2.19 -3.87
C18 0.06 2.93 3.30
Si1 1.62 2.05 2.76
C19 1.97 0.76 4.09
C20 2.99 3.33 2.86
Ge1 1.56 1.15 0.48
Si2 3.54 -0.24 0.21
C21 4.96 0.66 1.04
C22 3.92 -0.48 -1.60
C23 3.43 -1.95 0.97
Si3 1.87 3.12 -0.91
C24 2.12 2.63 -2.70
C25 3.40 4.07 -0.44
C26 0.37 4.23 -0.69
H23 0.28 3.42 4.25
H24 -0.75 2.23 3.48
H25 -0.27 3.70 2.59
H26 2.16 1.29 5.03
H27 2.87 0.18 3.87
H28 1.15 0.08 4.26
H29 3.14 3.54 3.92
H30 2.71 4.27 2.38
H31 3.95 3.00 2.45
H32 5.12 1.67 0.66
H33 5.88 0.10 0.87
H34 4.81 0.72 2.12
H35 3.98 0.45 -2.17
H36 3.21 -1.14 -2.09
H37 4.89 -0.97 -1.67
H38 3.37 -1.93 2.06
H39 4.34 -2.50 0.71
H40 2.59 -2.54 0.59
H41 3.19 2.48 -2.89
H42 1.78 3.39 -3.41
H43 1.62 1.69 -2.92
H44 4.30 3.46 -0.53
H45 3.38 4.51 0.56
H46 3.50 4.89 -1.16
H47 -0.56 3.67 -0.62
H48 0.27 4.94 -1.52
H49 0.49 4.82 0.22
C27 -3.29 3.20 1.92
C28 -2.41 2.28 1.23
N3 -1.72 1.54 0.69
H50 -3.08 3.16 2.99
H51 -4.32 2.91 1.74
H52 -3.12 4.21 1.55

The spin multiplicity is 1. The LUMO energy (alpha / beta) is -0.25549 / -0.25555 Eh. The HOMO energy (alpha / beta) comes out at -13.034 / -13.034 eV. Its charge is +2. The energy relative to the best compared isomer or geometry (same formula, charge and spin) comes out at 0.0 kJ/mol.

[4]
# C19H38As3CoF6SbSi

A structure of composition C19H38As3CoF6SbSi (ωB97M-V with the def2-TZVPD basis set, the OMol25 dataset).

Atoms and positions in Å:
Co1 -1.01 -1.12 -0.81
C1 1.55 -3.13 -2.08
As1 1.25 -1.35 -1.38
C2 2.43 -0.30 -2.49
C3 2.25 -1.41 0.31
C4 1.73 -0.60 1.54
C5 2.97 -0.29 2.39
C6 0.77 -1.47 2.37
As2 -0.90 -1.97 1.45
C7 -0.94 -3.88 1.68
C8 -2.22 -1.37 2.72
C9 1.05 0.71 1.10
As3 0.17 2.06 2.30
C10 1.61 3.38 2.21
C11 0.48 1.53 4.17
H1 2.61 -3.37 -2.00
H2 1.25 -3.16 -3.13
H3 0.95 -3.85 -1.53
H4 3.39 -0.80 -2.52
H5 2.55 0.70 -2.07
H6 2.03 -0.23 -3.50
H7 3.26 -1.07 0.05
H8 2.33 -2.46 0.57
H9 3.51 -1.21 2.63
H10 2.70 0.18 3.34
H11 3.65 0.37 1.86
H12 0.49 -0.94 3.27
H13 1.26 -2.40 2.67
H14 -0.81 -4.12 2.73
H15 -0.13 -4.34 1.11
H16 -1.89 -4.27 1.32
H17 -1.99 -1.79 3.70
H18 -3.20 -1.71 2.40
H19 -2.21 -0.28 2.78
H20 0.21 0.46 0.44
H21 1.74 1.30 0.49
H22 1.69 3.76 1.19
H23 2.56 2.94 2.51
H24 1.38 4.22 2.87
H25 -0.14 0.68 4.45
H26 0.15 2.38 4.76
H27 1.52 1.33 4.41
C12 -2.81 0.87 -0.52
Si1 -1.49 0.94 -1.81
C13 -1.67 0.46 -3.58
C14 -0.44 2.42 -1.64
C15 -0.80 3.45 -0.76
C16 -0.11 4.65 -0.75
C17 0.96 4.84 -1.62
C18 1.35 3.82 -2.49
C19 0.65 2.62 -2.50
H28 -3.65 1.48 -0.89
H29 -2.43 1.30 0.41
H30 -3.21 -0.13 -0.34
H31 -2.71 0.23 -3.81
H32 -1.08 -0.42 -3.82
H33 -1.34 1.30 -4.19
H34 -1.64 3.33 -0.09
H35 -0.41 5.44 -0.08
H36 1.49 5.78 -1.63
H37 2.17 3.97 -3.18
H38 0.96 1.84 -3.18
F1 -1.63 -2.47 -2.21
Sb1 -3.51 -3.12 -2.01
F2 -2.76 -4.75 -1.51
F3 -3.43 -3.47 -3.83
F4 -5.24 -3.66 -1.63
F5 -4.04 -1.35 -2.36
F6 -3.21 -2.48 -0.24

The spin multiplicity is 3. The LUMO energy (alpha / beta) is -0.16287 / -0.15901 Eh. Its expectation value of S² is 2.069. The HOMO energy (alpha / beta) comes out at -11.536 / -11.550 eV. Its charge is +1. The energy relative to the best compared isomer or geometry (same formula, charge and spin) comes out at 0.0 kJ/mol.

- Which of these has the highest energy relative to the best compared isomer or geometry (same formula, charge and spin)?
  C8H17N2O

- Look up the charge of the third one.
  +2

- Look up the energy relative to the best compared isomer or geometry (same formula, charge and spin) of the fourth one.
  0.0 kJ/mol

- Look up the charge of the first one.
  +1